[1]
The following is a DFT calculation (wB97M-V/def2-TZVPD) of a cluster of 44 separate species, C7H102N3O45 in total.

For the highest occupied orbital energy, the calculation gives -11.85 eV. The value obtained for the gap between HOMO and LUMO is 7.59 eV. Its net charge is +1.

Each line ends with the Löwdin charge.
Cartesian coordinates (Å):
C (-2.3558, -0.3490, -1.1338)  0.011
C (-2.4307, -1.7137, -0.3057)  -0.426
O (-2.6694, -2.7568, -0.9691)  0.046
O (-2.2846, -1.7876, 1.0971)  -0.075
C (-0.8764, -1.7139, 1.4820)  -0.176
C (-0.6503, -2.8158, 2.6110)  -0.142
C (0.8733, -3.0473, 3.0163)  -0.171
C (1.8584, -3.2788, 1.7677)  -0.162
N (3.0507, -2.3526, 1.8030)  0.072
C (3.4018, -1.7842, 0.5072)  -0.291
N (4.1859, -2.5991, -0.4394)  0.161
N (3.1109, -0.5383, 0.1075)  0.229
H (-1.6621, -0.4978, -2.0179)  0.086
H (-2.0063, 0.4554, -0.4155)  0.091
H (-3.3878, -0.0911, -1.5337)  0.086
H (-0.1732, -1.7817, 0.5926)  0.104
H (-0.7298, -0.6856, 1.9746)  0.142
H (-1.0513, -3.8084, 2.1970)  0.123
H (-1.2379, -2.4828, 3.5354)  0.126
H (1.2274, -2.2086, 3.7145)  0.094
H (0.8982, -3.9939, 3.6640)  0.110
H (1.2851, -3.2806, 0.7838)  0.091
H (2.2712, -4.3431, 1.8993)  0.134
H (2.9425, -1.6054, 2.5034)  0.129
H (4.7453, -3.2742, 0.1155)  0.125
H (4.8868, -1.9260, -0.8224)  0.097
H (2.1969, -0.1307, 0.3225)  0.146
H (3.8350, 0.0467, -0.3508)  0.100
O (4.3354, 2.4306, 0.0919)  -0.067
H (4.6676, 2.9176, 0.8557)  0.057
H (4.9388, 2.6841, -0.6267)  0.009
O (-5.8056, -1.1545, 1.0041)  -0.029
H (-4.9655, -1.5239, 0.7028)  0.034
H (-5.9286, -1.5405, 1.8819)  0.070
O (-5.6568, -1.9915, -2.2734)  -0.047
H (-4.9129, -2.4802, -1.8941)  0.017
H (-6.0153, -1.4922, -1.5256)  0.017
O (3.1587, -5.6308, -0.8891)  -0.058
H (2.7713, -5.9547, -1.7114)  0.059
H (3.0359, -4.6742, -0.9338)  -0.021
O (0.1096, -1.8585, 5.6442)  -0.066
H (0.8574, -2.3450, 6.0108)  0.047
H (-0.2342, -1.3543, 6.3966)  0.017
O (-3.3708, 2.2019, -2.0466)  -0.066
H (-3.1414, 2.6073, -2.8933)  0.044
H (-4.2105, 2.6179, -1.8079)  0.059
O (-2.4803, 3.9265, 0.2837)  -0.056
H (-2.6431, 3.3625, -0.4904)  0.012
H (-2.7918, 3.3960, 1.0292)  0.039
O (5.4262, -4.0769, -3.4168)  -0.047
H (6.1726, -4.5647, -3.0421)  0.013
H (5.0761, -3.5786, -2.6695)  -0.002
O (-3.9639, -3.5737, -4.6603)  -0.044
H (-3.2214, -4.0609, -4.2830)  0.036
H (-4.3212, -3.0769, -3.9136)  0.004
O (5.7169, 4.4997, -1.2996)  -0.082
H (6.0514, 4.9902, -0.5301)  0.010
H (6.3183, 4.7498, -2.0161)  0.022
O (-0.4257, 1.2958, -3.2394)  -0.060
H (0.3640, 0.8364, -2.9326)  0.002
H (-0.2187, 1.5260, -4.1525)  0.044
O (-4.8311, 4.2900, 2.0638)  -0.064
H (-4.6040, 4.6908, 1.2143)  0.033
H (-5.6677, 4.7085, 2.3024)  0.052
O (6.9115, 3.7608, -3.6332)  -0.067
H (6.4399, 2.9816, -3.3152)  0.036
H (7.2048, 3.5142, -4.5208)  0.038
O (-5.0551, -5.6663, -2.3305)  -0.057
H (-4.5681, -5.3116, -1.5723)  -0.010
H (-4.5868, -5.3122, -3.0971)  0.004
O (-0.1922, -6.1036, 3.0300)  -0.068
H (-0.6637, -6.8864, 3.3538)  0.012
H (0.0941, -6.3562, 2.1450)  0.039
O (-7.6232, -3.5645, -0.3484)  -0.049
H (-7.3028, -3.0809, 0.4224)  0.005
H (-7.0136, -3.3093, -1.0544)  0.003
O (7.7052, 5.4061, 0.6521)  -0.059
H (8.3933, 4.9319, 1.1401)  0.046
H (8.1661, 5.7556, -0.1228)  0.070
O (-4.5211, -5.2459, 0.4644)  -0.051
H (-5.2555, -5.8717, 0.5191)  0.062
H (-4.7924, -4.5178, 1.0338)  0.033
O (6.2487, 0.3150, -1.1210)  -0.054
H (6.9946, -0.1763, -0.7484)  0.036
H (5.9040, 0.8218, -0.3710)  0.000
O (-4.6226, 2.1364, -4.6812)  -0.050
H (-4.9169, 1.2195, -4.7399)  0.045
H (-5.1611, 2.5975, -5.3354)  0.048
O (-6.2432, 2.0910, 0.6432)  -0.063
H (-6.6006, 1.9983, 1.5353)  0.012
H (-6.0822, 1.1825, 0.3610)  0.004
O (7.6758, 8.1387, 1.5091)  -0.065
H (7.3299, 8.0436, 2.4036)  0.039
H (7.8480, 7.2262, 1.2245)  -0.016
O (7.1696, -1.2088, 1.4756)  -0.034
H (6.9496, -0.5317, 2.1281)  0.053
H (6.3132, -1.4966, 1.1397)  0.002
O (6.6839, 4.8945, -6.1021)  -0.056
H (6.4601, 5.5704, -5.4505)  0.047
H (5.8292, 4.6077, -6.4444)  0.046
O (-7.8634, 0.3339, 2.5644)  -0.054
H (-7.4641, -0.1528, 1.8361)  0.000
H (-8.6886, 0.6766, 2.1900)  0.038
O (2.5253, 1.3117, -3.5278)  -0.045
H (3.0122, 1.6592, -2.7709)  0.032
H (2.9951, 1.6679, -4.2914)  0.054
O (-8.1006, -0.4939, -2.3125)  -0.052
H (-7.6983, -0.9834, -3.0418)  0.034
H (-8.9248, -0.1569, -2.6836)  0.048
O (4.9885, -7.6029, 0.3488)  -0.072
H (4.7108, -8.5248, 0.2991)  0.036
H (4.4324, -7.1531, -0.3029)  -0.013
O (1.1387, -3.5728, -1.4961)  -0.049
H (1.3487, -3.1688, -2.3484)  0.065
H (0.2978, -3.1656, -1.2486)  0.030
O (5.9104, 7.2343, -0.7735)  -0.087
H (5.6887, 7.9106, -0.1236)  0.018
H (5.0562, 6.9498, -1.1117)  0.016
O (4.2900, 9.6626, -1.8473)  -0.067
H (4.6238, 10.1513, -1.0812)  0.013
H (4.8883, 9.9106, -2.5607)  0.048
O (9.0483, 2.7040, 1.0437)  -0.040
H (8.5853, 1.9203, 1.3594)  0.028
H (9.3494, 2.4575, 0.1604)  0.053
O (-10.6295, -0.9973, 3.3337)  -0.049
H (-9.7117, -0.7766, 3.1366)  0.002
H (-10.6852, -0.9463, 4.2951)  0.056
O (-2.8685, 6.5471, 1.6610)  -0.067
H (-3.2241, 6.4562, 2.5527)  0.032
H (-2.7119, 5.6347, 1.3780)  -0.021
O (3.6134, 7.4238, 0.5932)  -0.047
H (3.3226, 6.5053, 0.5465)  0.047
H (3.0603, 7.8776, -0.0565)  0.049
O (-10.1213, -0.2558, 0.5429)  -0.040
H (-10.6086, -1.0278, 0.8568)  0.025
H (-9.8112, -0.5151, -0.3345)  0.031
O (-5.9410, 4.0169, 4.9788)  -0.053
H (-6.4264, 3.2440, 5.2903)  0.036
H (-5.6392, 3.7648, 4.0980)  -0.006
O (7.8747, -5.9974, -2.2353)  -0.050
H (8.7097, -6.3680, -2.5441)  0.052
H (7.7566, -6.3832, -1.3584)  0.042
O (-13.2070, -1.9887, 1.8741)  -0.057
H (-12.7180, -1.6331, 2.6282)  0.009
H (-12.7336, -1.6480, 1.1078)  0.016
O (-0.5690, -8.8008, 3.0489)  -0.049
H (0.2191, -9.1382, 3.4921)  0.060
H (-0.9588, -9.5814, 2.6372)  0.060
O (5.9466, -6.9229, -4.9091)  -0.056
H (5.2159, -7.5484, -4.8469)  0.034
H (5.6787, -6.1920, -4.3369)  -0.008
O (-2.0208, -0.4497, 7.2730)  -0.048
H (-2.5202, 0.1179, 6.6741)  0.048
H (-2.5357, -0.4397, 8.0884)  0.051
O (3.7355, 11.6829, -0.0633)  -0.058
H (3.5157, 12.3592, 0.5882)  0.051
H (2.8787, 11.3961, -0.4024)  0.046


[2]
The following is a DFT calculation (wB97M-V/def2-TZVPD) of a structure of composition C7H10B2F10N4O9S2V2.

For the highest occupied orbital energy (alpha / beta), the calculation gives -11.33 / -11.47 eV. The value obtained for the gap between HOMO and LUMO (alpha / beta) is 8.19 / 8.78 eV. Its net charge is 0. The multiplicity is 3.

Each line ends with the Löwdin charge.
Cartesian coordinates (Å):
O (9.1477, 18.7625, -22.4436)  -0.201
V (7.7665, 18.9685, -21.7720)  1.281
O (5.2058, 17.5858, -16.7162)  -0.181
V (4.7168, 17.5879, -18.2143)  1.163
B (4.3443, 18.5376, -21.3670)  -1.219
F (3.9348, 17.6018, -22.3025)  0.160
F (3.7583, 18.2477, -20.0960)  0.084
F (5.7565, 18.4777, -21.1978)  0.039
F (3.9692, 19.7708, -21.8528)  0.176
B (6.7015, 20.3200, -18.5808)  -1.152
F (5.5291, 19.5190, -18.3392)  0.061
F (6.3898, 21.6427, -18.5526)  0.205
F (7.7428, 20.0223, -17.7490)  0.195
F (7.1530, 19.9658, -19.9397)  0.022
N (3.5752, 15.8652, -18.3352)  -0.361
S (3.6322, 14.7444, -19.4859)  0.502
O (2.5869, 14.8332, -20.4279)  -0.200
O (4.2090, 13.4902, -19.1798)  -0.231
F (4.8585, 15.4714, -20.2792)  -0.204
S (2.3331, 15.1835, -17.4414)  0.514
O (2.7141, 14.0419, -16.7148)  -0.208
O (1.0651, 15.2584, -18.0475)  -0.204
F (2.2849, 16.3866, -16.4157)  -0.160
O (8.4350, 15.8494, -18.9697)  0.156
C (7.6283, 16.7244, -19.5513)  -0.665
O (6.6220, 17.1144, -18.9268)  -0.045
O (8.0137, 17.2195, -20.6439)  -0.042
H (7.9931, 15.5863, -18.1427)  0.125
C (5.9232, 15.0008, -23.3462)  -0.001
C (6.5665, 16.2980, -23.3220)  -0.162
N (7.0825, 17.3154, -23.3135)  0.171
H (6.5570, 14.2863, -23.8683)  0.099
H (4.9416, 15.0946, -23.8041)  0.107
H (5.8070, 14.6433, -22.3231)  0.081
C (6.4908, 11.8270, -17.6405)  -0.052
C (6.3460, 13.1785, -17.1305)  -0.269
N (6.2311, 14.2212, -16.6762)  0.175
H (5.6226, 11.5417, -18.2356)  0.077
H (6.5577, 11.0978, -16.8371)  0.090
H (7.3394, 11.7753, -18.3210)  0.076
C (9.8569, 13.5478, -20.1413)  -0.089
C (10.9177, 14.3376, -20.7430)  -0.279
N (11.7396, 14.9763, -21.2262)  0.136
H (10.0877, 12.5095, -20.3946)  0.085
H (8.8630, 13.8903, -20.3995)  0.063
H (9.8832, 13.5076, -19.0513)  0.080


[3]
The following is a DFT calculation (wB97M-V/def2-TZVPD) of a structure of composition C7H10BF4NPd.

For the highest occupied orbital energy (alpha / beta), the calculation gives -8.09 / -9.12 eV. The value obtained for the gap between HOMO and LUMO (alpha / beta) is 8.32 / 5.24 eV. Its net charge is 0. The multiplicity is 5.

Each line ends with the Löwdin charge.
Cartesian coordinates (Å):
C (-0.8771, 0.9875, -1.9654)  -0.146
C (0.5366, 0.7876, -2.2300)  -0.180
C (1.2880, 1.5918, -1.2814)  -0.134
C (0.3436, 2.2966, -0.4444)  -0.095
C (-0.9912, 1.9199, -0.8538)  -0.119
Pd (0.0877, 0.0076, -0.2406)  1.049
N (-1.5968, -0.9990, 0.1237)  -0.059
C (-0.2178, -2.2293, -0.0812)  -0.210
C (0.9482, -1.9079, -0.8989)  -0.125
H (2.3735, 1.6605, -1.2368)  0.117
H (0.9524, 0.1700, -3.0177)  0.108
H (0.5932, 2.9802, 0.3627)  0.124
H (-1.9195, 2.2633, -0.4133)  0.116
H (-1.6936, 0.5289, -2.5063)  0.113
H (0.8523, -1.9217, -2.0031)  0.063
H (-0.8687, -2.8720, -0.6278)  0.082
H (-2.2514, -0.9786, 0.9000)  0.026
H (1.9799, -1.8189, -0.4830)  0.085
H (0.1075, -2.6245, 0.8926)  0.110
F (0.2068, 0.1022, 2.1834)  -0.021
B (0.0660, 0.0298, 3.6297)  -1.237
F (-1.0552, -0.7805, 3.8368)  0.100
F (1.2507, -0.5428, 4.0745)  0.117
F (-0.1137, 1.3496, 4.0207)  0.117


[4]
The following is a DFT calculation (wB97M-V/def2-TZVPD) of an isolated molecule of C7H10ClNO2S.

For the highest occupied orbital energy, the calculation gives -8.61 eV. The value obtained for the gap between HOMO and LUMO is 8.86 eV. Its net charge is 0. Its energy above the lowest of the compared OMol25 structures with the same formula, charge and spin is 310.79 kJ/mol.

Each line ends with the Löwdin charge.
Cartesian coordinates (Å):
C (1.0377, 0.6110, 1.1498)  -0.122
C (-0.4076, 1.5252, 0.6813)  -0.012
C (1.8201, -0.7158, 2.1281)  -0.745
C (2.8534, -0.7274, 0.1336)  -0.193
C (1.6404, 0.1746, -0.1855)  -0.402
C (0.5924, -0.5926, -0.9892)  -0.082
C (-3.6586, 0.7221, 0.8860)  -0.208
N (2.7307, -1.2429, 1.4709)  0.017
O (-1.2842, 1.4307, 1.5870)  -0.329
O (-3.2873, 2.4331, 2.8380)  -0.444
S (-2.8672, 2.2763, 1.4741)  0.962
Cl (1.3700, -1.0142, 3.7048)  0.715
H (1.5778, 1.4630, 1.5774)  0.098
H (2.9239, -1.5780, -0.5473)  0.113
H (3.7957, -0.1752, 0.0831)  0.118
H (1.9692, 1.0387, -0.7647)  0.135
H (-0.2622, 0.0577, -1.1708)  0.050
H (0.2543, -1.4627, -0.4301)  0.088
H (0.9957, -0.9224, -1.9434)  0.078
H (-4.7333, 0.8683, 0.8986)  0.053
H (-3.3155, 0.5117, -0.1208)  0.050
H (-3.3884, -0.0815, 1.5625)  0.061


[5]
The following is a DFT calculation (wB97M-V/def2-TZVPD) of an isolated molecule of C7H10F3N3S2.

For the highest occupied orbital energy, the calculation gives -9.22 eV. The value obtained for the gap between HOMO and LUMO is 9.84 eV. Its net charge is 0. Its energy above the lowest of the compared OMol25 structures with the same formula, charge and spin is 0.00 kJ/mol. As for the structure (SMILES): Cc1cnn([C@@H](S)SCCC(F)(F)F)n1.

Each line ends with the Löwdin charge.
Cartesian coordinates (Å):
C (-2.3808, 2.6897, -0.7128)  -0.048
C (-1.8989, 1.4557, -0.0907)  -0.334
C (-1.5685, 1.3845, 1.2911)  -0.062
N (-1.2295, 0.1375, 1.5501)  0.113
N (-1.3384, -0.4861, 0.3876)  -0.340
C (-1.1208, -1.8741, 0.4079)  -0.939
S (-2.5651, -2.7430, -0.3749)  0.697
S (0.2873, -2.4429, -0.5320)  0.843
C (1.3782, -0.9141, -0.2633)  -0.453
C (2.8426, -1.1850, -0.5003)  -0.160
C (3.4809, 0.1505, -0.1659)  -0.582
F (4.7439, 0.2087, -0.6180)  0.126
F (2.9453, 1.2423, -0.7554)  0.112
F (3.3947, 0.4435, 1.2081)  0.083
N (-1.6796, 0.2577, -0.6573)  0.170
H (-3.2845, 2.4162, -1.3997)  0.121
H (-2.6553, 3.3426, 0.1510)  0.088
H (-1.6141, 3.1883, -1.2765)  0.067
H (-1.6782, 2.0750, 1.9854)  0.063
H (-1.1413, -2.2567, 1.3899)  0.055
H (-3.3060, -2.9569, 0.7397)  -0.135
H (1.0727, -0.5178, 0.7411)  0.083
H (1.0651, 0.0046, -1.0043)  0.140
H (3.2680, -2.0887, 0.0559)  0.152
H (2.9824, -1.5317, -1.5567)  0.139


[6]
The following is a DFT calculation (wB97M-V/def2-TZVPD) of an isolated molecule of C7H10FNO.

For the highest occupied orbital energy, the calculation gives -9.27 eV. The value obtained for the gap between HOMO and LUMO is 10.16 eV. Its net charge is 0. Its energy above the lowest of the compared OMol25 structures with the same formula, charge and spin is 181.61 kJ/mol. As for the structure (SMILES): CO[C@@H]1N=C[C@@H](C)C=C1F.

Each line ends with the Löwdin charge.
Cartesian coordinates (Å):
C (-0.9412, -2.1227, -2.1073)  -0.070
O (-0.1957, -2.1815, -0.9128)  -0.123
C (-0.8746, -1.5447, 0.1246)  -0.306
N (-1.3655, -0.2304, -0.2199)  0.099
C (-0.7270, 0.8179, 0.0238)  -0.121
C (0.5850, 0.8592, 0.7091)  -0.330
C (0.7823, 2.1128, 1.6154)  -0.046
C (0.7733, -0.3132, 1.6308)  -0.013
C (0.1933, -1.5080, 1.4068)  -0.213
F (0.2701, -2.5810, 2.1271)  0.111
H (-0.5876, -1.2657, -2.6802)  0.099
H (-1.8828, -1.9524, -1.7640)  0.047
H (-0.7262, -3.0514, -2.5062)  0.076
H (-1.8310, -2.0711, 0.5103)  0.169
H (-1.1529, 1.8275, -0.2400)  0.136
H (1.3613, 0.8905, -0.0333)  0.137
H (1.4807, 2.7829, 1.0675)  0.090
H (1.0023, 1.9319, 2.6021)  0.036
H (-0.1919, 2.6350, 1.5102)  0.075
H (1.3477, -0.2874, 2.6352)  0.146


Max |F| / eV/A: 4.2 5.1 4.0 4.4 5.4 5.5